Record 1
This record from the OMol25 dataset describes a 2-piece molecular cluster, C4H9NO2 overall at a distorted geometry. The level of theory is wB97M-V/def2-TZVPD.

Cartesian coordinates (Å):
C -1.3184 0.0061 -0.0054
C -0.4778 1.1850 0.2636
C 0.8755 1.2459 -0.5147
C 1.9783 0.1675 0.1327
H -0.0450 -1.7261 -0.5542
H -1.5357 -2.0385 -0.4101
H -0.7826 2.1223 0.4683
H -0.1574 0.9984 1.2222
H 1.3317 2.2843 -0.6152
H 0.7204 1.1552 -1.7304
H 2.6226 0.3779 -0.7818
H 2.4255 0.5922 1.1250
H 1.6661 -1.4751 2.1225
N -0.9656 -1.1972 -0.7001
O -2.5271 0.0365 0.3977
O 1.7980 -1.2288 0.2019

- charge = 0
- lowest unoccupied orbital energy (eV) = -3.0
- Kohn-Sham gap (Eh) = 0.2309
- spin multiplicity = 1
- relative energy (zero: lowest compared OMol25 entry of this formula, charge and spin) (kcal per mole) = 193.8

Record 2
This record from the OMol25 dataset describes a 2-piece molecular cluster, CHCl2NOS overall at a distorted geometry. The level of theory is wB97M-V/def2-TZVPD.

Cartesian coordinates (Å):
C 0.3442 -0.5180 -1.4912
N -0.6072 0.2126 -1.5661
O 1.2655 -1.1576 -1.6532
S -0.6871 0.5457 2.4491
Cl 1.0392 1.2846 1.5138
Cl -0.5660 -1.4042 1.8835
H -0.7887 1.0369 -1.1358

- SMILES = ClSCl.N=C=O
- charge = 0
- lowest unoccupied orbital energy (eV) = -1.0
- Kohn-Sham gap (Eh) = 0.3253
- spin multiplicity = 1
- relative energy (zero: lowest compared OMol25 entry of this formula, charge and spin) (kcal per mole) = 9.6

Record 3
This record from the OMol25 dataset describes a single FNO3 molecule at a distorted geometry. The level of theory is wB97M-V/def2-TZVPD.

Cartesian coordinates (Å):
N 0.6355 0.0700 -0.0849
O -0.9778 -0.0321 0.2712
O 0.9306 -1.0326 -0.1573
O 1.2599 1.0411 0.0809
F -2.3438 -0.0038 -0.1016

- SMILES = O=[N+]([O-])OF
- charge = 0
- lowest unoccupied orbital energy (alpha / beta) (eV) = -2.5 / -2.5
- Kohn-Sham gap (alpha / beta) (Eh) = 0.3295 / 0.3296
- spin multiplicity = 1
- relative energy (zero: lowest compared OMol25 entry of this formula, charge and spin) (kcal per mole) = 46.9

Record 4
This record from the OMol25 dataset describes a single C11H22N2O3S molecule. The level of theory is wB97M-V/def2-TZVPD.

Cartesian coordinates (Å):
C 3.4168 -0.0503 -0.4072
N 2.3729 -0.5329 0.4627
C 1.4657 0.2715 1.0849
N 1.0169 1.3816 0.4531
C 0.9955 1.5143 -0.9898
H 1.7702 2.2036 -1.3385
H 0.0237 1.9144 -1.2792
H 1.1277 0.5433 -1.4623
C 0.1311 2.2765 1.1664
C -1.3121 1.7671 1.2468
H -1.8303 2.3189 2.0447
H -1.3142 0.7038 1.5084
O -1.9869 1.9783 0.0168
C -3.3315 1.5452 0.0382
H -3.6888 1.5024 1.0728
C -3.5727 0.1790 -0.6376
O -2.7415 -0.8564 -0.1562
C -1.6134 -1.0825 -0.9739
C -0.6126 -1.9879 -0.2628
O 0.5711 -1.9563 -1.0395
C 1.6653 -2.6694 -0.5132
H 1.3699 -3.6845 -0.2157
H 2.3719 -2.7379 -1.3450
C 2.3288 -1.9568 0.6887
H 1.7577 -2.1370 1.6007
H 3.3384 -2.3528 0.8291
H -0.4427 -1.6111 0.7523
H -0.9965 -3.0144 -0.1886
H -1.9215 -1.5473 -1.9234
H -1.1126 -0.1374 -1.2046
H -3.4538 0.2800 -1.7228
H -4.6053 -0.1175 -0.4254
H -3.9185 2.2945 -0.5055
H 0.1469 3.2460 0.6653
H 0.5040 2.3874 2.1868
S 0.9610 -0.0917 2.6319
H 3.5060 1.0285 -0.3149
H 3.2505 -0.3143 -1.4553
H 4.3632 -0.4977 -0.0886

- SMILES = CN1CCOCCOCCOCCN(C)C1=S
- charge = 0
- lowest unoccupied orbital energy (eV) = 0.8
- Kohn-Sham gap (Eh) = 0.3152
- spin multiplicity = 1
- relative energy (zero: lowest compared OMol25 entry of this formula, charge and spin) (kcal per mole) = 69.1

Record 5
This record from the OMol25 dataset describes a 4-piece molecular cluster, C24H46ClN4O4 overall at a distorted geometry. The level of theory is wB97M-V/def2-TZVPD.

Cartesian coordinates (Å):
C 3.4729 3.8926 2.2661
N 2.0014 3.6926 2.4750
C 1.2782 4.5796 3.1643
C -0.0352 4.4303 3.2623
C -0.6875 3.2787 2.7809
C 0.0891 2.3534 2.0885
C 1.4304 2.6069 1.9356
C -2.1980 3.1736 2.8531
C -2.9423 2.7449 1.7397
C -4.3218 2.6927 1.8306
N -4.9795 3.0957 2.9466
C -4.2550 3.4300 4.0000
C -2.8419 3.4833 4.0316
C -6.4331 3.0161 3.0193
H 3.7404 3.0693 1.6077
H 3.9272 3.8619 3.2675
H 3.6319 4.8947 1.8139
H 1.7852 5.4903 3.4903
H -0.6617 5.1980 3.6529
H -0.3124 1.4712 1.6051
H 2.0129 1.9489 1.2488
H -2.4867 2.5552 0.7706
H -4.9338 2.3989 0.9950
H -4.7889 3.7017 4.9237
H -2.3026 3.7718 4.9147
H -6.7696 3.0357 1.9705
H -6.7323 3.8838 3.6162
H -6.6259 2.0554 3.4956
C -1.8043 -1.5613 2.8542
O -0.5720 -1.3995 2.2223
C 0.4007 -1.9269 3.1381
C 1.6942 -2.1496 2.3841
N 1.5604 -2.6514 1.0127
H 1.2778 -1.8584 0.4586
H 2.5209 -2.8200 0.6898
C 0.7750 -3.8314 0.6672
C 0.5095 -3.9026 -0.8403
O -0.0336 -2.7368 -1.3643
C -1.4534 -2.7164 -1.5520
H -2.0144 -2.6444 2.9696
H -2.5493 -1.1785 2.1663
H -1.9170 -1.0636 3.8174
H 0.0511 -2.8859 3.5673
H 0.6389 -1.2191 3.9672
H 2.2547 -2.8709 2.9762
H 2.3241 -1.2419 2.2742
H -0.1041 -3.8382 1.3238
H 1.3460 -4.7370 0.8314
H -0.1746 -4.7278 -0.9323
H 1.4949 -4.1201 -1.3086
H -1.8321 -3.3765 -2.3193
H -1.8029 -1.7278 -1.8195
H -1.9653 -2.9332 -0.6322
C 0.6470 2.7222 -3.9132
O 1.0022 1.4012 -4.2872
C 0.0877 0.4802 -3.7927
C 0.7332 -0.9102 -3.9931
N 2.0841 -0.8457 -3.3791
H 2.5705 -0.0910 -3.8968
H 1.9547 -0.5668 -2.4095
C 2.9211 -2.0619 -3.5198
C 2.9927 -2.6225 -4.8799
O 1.7855 -3.2708 -5.2092
C 1.7514 -4.6158 -4.8638
H 1.4734 3.3802 -4.2564
H 0.5368 2.9487 -2.8365
H -0.2834 2.9818 -4.4110
H -0.8650 0.4967 -4.3112
H -0.1024 0.5805 -2.7098
H 0.7431 -1.1966 -5.0399
H 0.1278 -1.6287 -3.4323
H 2.4946 -2.7433 -2.8135
H 3.8888 -1.7845 -3.1074
H 3.7967 -3.3820 -4.9589
H 3.1946 -1.8169 -5.5809
H 2.1842 -4.9438 -3.9502
H 2.1507 -5.2935 -5.6521
H 0.7333 -4.9754 -4.7787
Cl 1.7104 0.0704 -0.3351

- charge = +3
- lowest unoccupied orbital energy (eV) = -9.1
- Kohn-Sham gap (Eh) = 0.2553
- spin multiplicity = 1
- relative energy (zero: lowest compared OMol25 entry of this formula, charge and spin) (kcal per mole) = 0.0

Record 6
This record from the OMol25 dataset describes a single C23H27ClN2O2 molecule. The level of theory is wB97M-V/def2-TZVPD.

Cartesian coordinates (Å):
C -3.6185 1.5020 0.9298
H -4.5668 1.4201 1.4560
H -3.1713 0.5114 0.8752
H -3.8163 1.8503 -0.0822
C -2.6800 2.4613 1.6565
C -1.3595 2.6012 0.8978
C -0.4092 3.5482 1.6234
H 0.5355 3.6276 1.0833
H -0.8517 4.5447 1.6779
C -0.1268 3.0580 3.0496
N 0.5808 1.7919 3.0222
C 1.8211 1.6473 2.5483
O 2.5819 2.5470 2.2514
C 2.1832 0.1620 2.3430
N 1.4282 -0.3284 1.2039
C 1.8855 -0.1656 -0.0514
C 1.1860 -0.5897 -1.1490
C -0.0681 -1.2029 -0.9744
C -0.5560 -1.3203 0.3004
C 0.1521 -0.8558 1.4470
O -0.2860 -0.8607 2.5989
H -1.5231 -1.7620 0.4845
C -0.8689 -1.6547 -2.1274
C -2.0815 -1.0369 -2.4153
C -2.8417 -1.4374 -3.4985
C -2.4020 -2.4716 -4.3079
C -1.2072 -3.1112 -4.0288
C -0.4501 -2.7008 -2.9445
Cl 1.0155 -3.5442 -2.5732
H -0.8615 -3.9276 -4.6434
H -2.9914 -2.7882 -5.1547
H -3.7780 -0.9439 -3.7099
H -2.4156 -0.2298 -1.7803
C 1.9339 -0.2677 -2.4088
H 1.2818 0.1256 -3.1891
H 2.4167 -1.1669 -2.7997
C 2.9786 0.7587 -1.9379
H 3.9118 0.6792 -2.4915
H 2.5865 1.7667 -2.0772
C 3.1725 0.4948 -0.4349
H 3.3543 1.4104 0.1274
H 4.0092 -0.1879 -0.2590
H 3.2512 0.0574 2.1563
H 1.8870 -0.4229 3.2173
H 0.0353 0.9478 3.1758
C -1.4356 2.8890 3.8177
C -2.4093 1.9700 3.0796
H -2.0129 0.9533 3.0350
H -3.3481 1.9257 3.6359
H -1.2275 2.4868 4.8111
H -1.8899 3.8742 3.9421
H 0.5206 3.7883 3.5514
H -1.5501 2.9778 -0.1101
H -0.8962 1.6164 0.7982
H -3.1547 3.4484 1.7094

- SMILES = C[C@H]1CC[C@@H](NC(=O)Cn2c3c(c(-c4ccccc4Cl)cc2=O)CCC3)CC1
- charge = 0
- lowest unoccupied orbital energy (eV) = 0.4
- Kohn-Sham gap (Eh) = 0.3158
- spin multiplicity = 1
- relative energy (zero: lowest compared OMol25 entry of this formula, charge and spin) (kcal per mole) = 0.0

Record 7
This record from the OMol25 dataset describes C15H31NO25S6 as an isolated structure at a distorted geometry. The level of theory is wB97M-V/def2-TZVPD.

Cartesian coordinates (Å):
C -10.9446 1.8249 -28.9493
C -12.3829 2.0535 -29.3954
O -12.2133 3.0757 -30.4013
S -11.0493 4.0794 -30.0254
O -11.6069 5.1688 -29.3240
O -10.2251 4.2845 -31.1516
O -10.3341 3.1302 -28.9540
H -10.4398 1.2264 -29.7092
H -10.7889 1.4121 -27.9589
H -13.0767 2.4113 -28.6384
H -12.7480 1.1832 -29.9315
C -6.2733 4.9838 -26.0459
C -6.8586 5.1742 -27.4166
O -5.6982 5.1861 -28.2895
S -4.6059 4.1781 -27.7247
O -3.3749 4.8688 -27.6715
O -4.6990 2.9186 -28.3479
O -5.2311 4.0153 -26.2611
H -6.9753 4.6264 -25.2997
H -5.7868 5.8977 -25.6953
H -7.3806 6.0852 -27.6851
H -7.4946 4.3342 -27.7080
C -11.6885 2.7929 -20.1266
C -12.3314 4.0076 -19.4327
O -12.7500 4.8171 -20.5472
S -13.4938 3.8088 -21.5279
O -13.4991 4.3245 -22.8407
O -14.6698 3.3242 -20.9008
O -12.3417 2.6964 -21.4007
H -11.8389 1.8911 -19.5402
H -10.6321 2.9575 -20.3268
H -11.7071 4.5970 -18.7711
H -13.2311 3.6836 -18.9068
C -14.5466 7.5668 -27.1112
C -14.1438 6.9924 -28.4479
O -14.6999 5.6692 -28.4208
S -16.1572 5.7602 -27.7760
O -16.3368 4.6188 -26.9621
O -17.1220 6.0839 -28.7611
O -15.8754 7.0369 -26.8840
H -14.6552 8.6454 -27.0306
H -13.9060 7.2270 -26.2987
H -13.0695 6.9351 -28.5870
H -14.6186 7.5297 -29.2727
C -10.2887 8.3968 -20.7441
C -8.8334 7.8617 -20.8047
O -8.8964 6.5945 -20.0915
S -9.8912 6.8382 -18.8835
O -9.2840 7.6970 -17.9385
O -10.4924 5.6325 -18.4844
O -10.9576 7.6140 -19.7629
H -10.8016 8.3639 -21.7006
H -10.1956 9.4392 -20.4324
H -8.1801 8.4736 -20.1848
H -8.4295 7.7084 -21.7982
C -10.8167 5.7090 -23.6105
C -11.8205 6.7333 -24.2118
O -11.5200 6.8100 -25.6052
S -9.9821 6.5164 -25.8473
O -9.2056 7.6604 -25.5779
O -9.8444 5.8333 -27.0693
O -9.8676 5.4610 -24.6731
H -11.2784 4.8415 -23.1585
H -10.2142 6.2702 -22.8952
H -11.7187 7.6990 -23.7183
H -12.8587 6.4399 -24.1133
C -15.5885 9.4848 -22.6306
C -14.9192 8.4097 -21.8265
O -13.9905 7.7376 -22.2529
N -15.5071 8.1069 -20.6464
C -14.9786 7.0626 -19.8000
H -16.4781 9.8793 -22.1411
H -15.8403 9.1311 -23.6263
H -14.9060 10.3331 -22.7310
H -16.2200 8.6726 -20.2227
H -15.1426 7.2886 -18.7465
H -13.9226 6.8715 -19.9602
H -15.4501 6.0849 -19.9627

- charge = 0
- lowest unoccupied orbital energy (eV) = 0.0
- Kohn-Sham gap (Eh) = 0.3774
- spin multiplicity = 1
- relative energy (zero: lowest compared OMol25 entry of this formula, charge and spin) (kcal per mole) = 0.0

Record 8
This record from the OMol25 dataset describes a single H2N4O6S3 molecule at a distorted geometry. The level of theory is wB97M-V/def2-TZVPD.

Cartesian coordinates (Å):
N 0.6150 1.2582 -1.7737
N 0.8002 -0.8409 1.8601
N 0.1831 -0.2081 -1.1791
N -0.1962 -0.0581 1.4551
O 0.8111 1.1377 -2.9173
O 0.7005 2.1244 -0.9863
O 1.0229 -0.8695 3.0286
O 1.3515 -1.4811 1.0198
O -1.7434 -1.4152 -0.0277
O -1.6532 1.0141 -0.1714
S 0.9694 -1.4655 -1.7876
S -1.0193 0.9809 2.5620
S -1.0432 -0.2208 -0.0455
H -0.0060 -1.9506 -2.7105
H -0.7922 1.9947 1.6737

- charge = 0
- lowest unoccupied orbital energy (alpha / beta) (eV) = -0.3 / -3.5
- Kohn-Sham gap (alpha / beta) (Eh) = 0.2162 / 0.2504
- spin multiplicity = 3
- relative energy (zero: lowest compared OMol25 entry of this formula, charge and spin) (kcal per mole) = 29.4